19
Properties=species:S:1:pos:R:3:forces:R:3 method="wB97M-V/def2-TZVPD" e_above_lowest_kj_mol=153.8 gap_ev=9.255 fmax_ev_per_a=5.39 lumo_energy_ev=0.81 smiles="C=C(C)CCNC=S" homo_ev=-8.4484
C 2.743 0.173 -0.111 -0.65 0.66 -1.22
C -0.826 0.951 0.322 -0.74 -0.50 -1.26
C 0.602 1.270 -0.023 -0.53 0.07 -0.12
C -1.372 -0.429 -0.129 -1.87 3.08 -0.06
C -0.448 -1.510 -0.096 0.39 -1.33 -0.06
C -2.667 -0.393 -0.454 -0.76 -0.64 1.27
N 1.596 0.435 0.515 2.18 -3.73 3.22
S 3.890 -0.907 0.337 -0.02 0.20 0.01
H -0.947 1.033 1.366 -0.33 0.17 1.45
H -1.536 1.630 -0.191 0.87 0.24 0.58
H 0.725 1.114 -1.055 -0.08 0.46 -1.73
H 0.964 2.226 0.259 -0.73 1.62 -0.05
H 0.170 -1.508 -0.949 1.17 0.22 -1.06
H -0.839 -2.495 -0.079 -0.84 -0.88 0.21
H 0.164 -1.353 0.752 0.70 -0.47 0.78
H -3.263 0.515 -0.144 0.61 -1.03 -0.99
H -3.230 -1.330 -0.642 0.36 0.75 -0.10
H 2.744 0.769 -1.065 0.63 -0.63 0.66
H 1.529 -0.191 1.385 -0.36 1.73 -1.53


19
Properties=species:S:1:pos:R:3:forces:R:3 method="wB97M-V/def2-TZVPD" e_above_lowest_kj_mol=448.8 gap_ev=7.494 fmax_ev_per_a=3.41 lumo_energy_ev=0.51 homo_ev=-6.9796
C -0.790 -1.017 -0.893 1.52 0.50 1.32
C -1.062 -2.221 -1.333 0.54 0.22 0.93
C -1.503 -3.263 -1.921 1.09 0.53 0.29
C -1.073 1.988 0.982 0.64 -1.82 0.94
C 1.704 1.403 -0.621 2.84 -1.84 0.44
C 1.223 0.157 2.113 0.41 2.93 0.69
N -1.634 -4.373 -2.440 -0.65 -0.77 0.49
Si 0.442 0.901 0.634 -1.83 -2.14 -1.45
H -1.320 -0.353 -1.488 -1.37 1.91 -0.70
H -1.443 1.894 2.034 0.15 -0.25 -1.00
H -0.720 2.970 0.882 0.21 1.70 -0.41
H -1.808 1.729 0.234 -0.43 0.22 0.00
H 2.667 0.816 -0.229 -1.84 1.04 -0.56
H 1.610 0.896 -1.606 -0.39 0.92 0.47
H 2.095 2.422 -0.635 -0.54 0.08 -0.37
H 2.238 -0.120 1.817 -0.20 -0.31 0.55
H 1.255 1.115 2.813 0.26 -1.91 -1.01
H 0.626 -0.578 2.599 -0.17 -0.71 0.36
H -2.507 -4.366 -2.942 -0.25 -0.32 -0.98


20
Properties=species:S:1:pos:R:3:forces:R:3 method="wB97M-V/def2-TZVPD" charge=-1 e_above_lowest_kj_mol=0.0 gap_ev=8.287 fmax_ev_per_a=4.50 lumo_energy_ev=3.84 homo_ev=-4.4455
C 1.283 -0.671 -2.661 0.23 -0.37 -0.43
C 0.205 -0.182 -2.095 0.16 2.72 3.58
C -0.642 2.020 -0.735 0.31 0.24 -0.25
C -0.327 0.633 2.534 -0.21 -0.03 -0.54
C 0.082 -1.774 0.903 -0.22 0.33 0.07
C 0.278 0.815 -0.647 -0.45 -2.73 -3.04
O -1.514 1.903 0.190 -0.45 -0.17 0.57
O -0.532 2.932 -1.542 0.10 0.34 -0.41
Si -0.710 -0.003 0.768 0.70 0.04 0.47
H 1.233 -1.292 -3.548 -0.10 -0.06 -0.07
H 2.278 -0.495 -2.283 0.09 0.14 0.18
H -0.800 -0.333 -2.444 -0.25 -0.15 -0.25
H -0.948 0.105 3.252 -0.15 -0.15 0.16
H 0.707 0.445 2.806 0.26 -0.09 -0.01
H -0.524 1.694 2.634 -0.07 0.21 -0.01
H -0.118 -2.383 0.027 -0.07 -0.11 -0.28
H 1.160 -1.744 1.032 0.34 0.08 0.02
H -0.328 -2.302 1.761 -0.13 -0.14 0.24
H 1.331 1.059 -0.534 0.08 0.01 0.12
H -2.115 -0.428 0.581 -0.18 -0.11 -0.12


no.,DFT total energy (Ha)
1,-688.09067
2,-579.27804
3,-675.23413